Density functional theory data (ωB97M-V/def2-TZVPD) for a 2-piece molecular cluster, C2H11N2O overall.

Structure (XYZ):
```
16
Properties=species:S:1:pos:R:3:forces:R:3
N -0.760 0.115 0.280 -1.4221 -1.8582 -1.3928
C 0.382 0.787 0.763 2.3545 5.3962 0.2593
C 1.644 0.082 1.234 -0.3292 -2.5609 1.9404
N 2.187 -0.872 0.271 1.8333 -1.1954 -0.1740
H -1.481 -0.084 0.936 -0.8088 0.3313 1.2825
H -0.491 -0.828 0.053 0.3100 -0.7750 -1.2947
H -1.241 0.579 -0.516 0.4408 -0.6058 0.0146
H 0.043 1.455 1.548 -0.0228 -0.1778 0.6085
H 0.606 1.608 0.014 0.2061 -1.3601 0.3164
H 1.358 -0.459 2.244 0.8211 1.1403 -1.7032
H 2.556 0.687 1.349 -1.5570 1.1275 0.9511
H 3.147 -0.474 0.132 -1.2090 -1.0989 -0.7281
H 2.409 -1.834 0.651 -0.7661 1.5483 -0.3675
H -2.916 -0.229 -3.160 0.3053 0.4425 2.5040
H -3.707 0.122 -1.839 0.3735 -0.1170 -0.3374
O -2.804 -0.057 -2.157 -0.5297 -0.2368 -1.8791
```
Forces are in eV/Å.

Calculated values
**Electronic energy**: -7272.6473 eV
**Energy relative to the best compared isomer or geometry (same formula, charge and spin)**: 37.55 kcal per mole
**Total charge**: +1
**HOMO-LUMO gap**: 10.4 eV

Okay, here come the Löwdin numbers, in e, for every atom: N 0.194; C -0.212; C -0.264; N -0.036; H 0.165; H 0.163; H 0.164; H 0.131; H 0.160; H 0.155; H 0.126; H 0.091; H 0.105; H 0.108; H 0.049; O -0.101

Density functional theory data (ωB97M-V/def2-TZVPD) for a 3-piece molecular cluster, C2H11N2O overall.

Structure (XYZ):
```
16
Properties=species:S:1:pos:R:3:forces:R:3
N -0.495 1.190 -0.334 -0.5546 -1.1534 -2.7335
C -1.753 0.431 -0.342 0.9059 0.9441 2.2762
C -1.598 -0.610 0.812 0.0776 -1.1065 -0.6133
N 2.761 0.189 0.604 -0.1188 0.5034 0.3046
H 3.716 0.511 0.553 0.1033 -0.1386 -0.2384
H -0.516 2.037 -0.903 -0.1820 0.4442 0.5536
H 0.248 0.590 -0.733 0.5933 -0.4580 0.7924
H -1.941 -0.007 -1.320 0.3226 -0.4737 -0.3173
H -2.599 1.113 -0.201 0.2138 0.0131 0.2138
H -1.324 -0.125 1.775 -0.3897 -0.1745 -0.7730
H -0.793 -1.386 0.560 -1.3347 1.1624 0.3142
H 2.311 -0.332 -0.145 -0.2898 -0.1911 -0.1229
H -2.588 -1.107 0.887 0.7058 0.0877 0.2524
H 1.215 -1.645 -1.767 -0.0753 0.0828 -0.1949
H 2.348 0.286 1.521 -0.2132 -0.2752 -0.1218
O 1.009 -1.134 -0.965 0.2357 0.7333 0.4078
```
Forces are in eV/Å.

Calculated values
**Electronic energy**: -7266.3018 eV
**Energy relative to the best compared isomer or geometry (same formula, charge and spin)**: 183.88 kcal per mole
**Total charge**: +1
**HOMO-LUMO gap**: 4.6 eV

Okay, here come the Löwdin numbers, in e, for every atom: N 0.195; C -0.236; C -0.070; N 0.282; H 0.086; H 0.130; H 0.043; H 0.141; H 0.126; H 0.086; H 0.079; H -0.021; H 0.089; H 0.053; H 0.080; O -0.066

Density functional theory data (ωB97M-V/def2-TZVPD) for a 2-piece molecular cluster, C2H11N2O overall.

Structure (XYZ):
```
16
Properties=species:S:1:pos:R:3:forces:R:3
C 1.349 -0.848 -0.722 -1.1371 -0.4890 1.1036
N 0.144 -1.085 -1.518 -0.6669 -0.0613 -0.8687
C 0.904 -0.614 0.842 1.0098 0.4568 -3.0721
N -0.328 0.252 0.817 0.5695 -1.7092 1.7549
H 1.901 0.021 -1.088 -0.1076 -0.0897 0.1753
H 1.978 -1.738 -0.791 0.2965 0.3500 0.3720
H 0.058 -0.598 -2.433 0.4914 -0.4277 1.1573
H -0.033 -2.082 -1.698 0.2397 0.7605 0.1967
H 1.747 -0.236 1.397 0.0123 1.3121 0.0395
H 0.758 -1.491 1.388 -1.1182 -1.7139 0.2934
H -0.602 0.501 1.776 0.0733 0.0325 -0.3268
H -0.156 1.127 0.362 -0.1146 0.4144 -0.5122
H -1.159 -0.224 0.399 1.1219 0.4732 -0.1825
H -2.808 2.231 0.921 1.6835 -0.1616 -0.4658
H -1.884 2.665 -0.235 0.0227 -0.3444 0.6771
O -1.868 2.120 0.582 -2.3763 1.1973 -0.3418
```
Forces are in eV/Å.

Calculated values
**Electronic energy**: -7273.4491 eV
**Energy relative to the best compared isomer or geometry (same formula, charge and spin)**: 19.06 kcal per mole
**Total charge**: +1
**HOMO-LUMO gap**: 10.4 eV

Okay, here come the Löwdin numbers, in e, for every atom: C -0.200; N -0.031; C -0.095; N 0.128; H 0.113; H 0.112; H 0.098; H 0.092; H 0.118; H 0.097; H 0.165; H 0.119; H 0.168; H 0.110; H 0.085; O -0.079

Density functional theory data (ωB97M-V/def2-TZVPD) for a 3-piece molecular cluster, C2H11N2O2 overall.

Structure (XYZ):
```
17
Properties=species:S:1:pos:R:3:forces:R:3
C 0.327 0.333 -0.013 -0.6322 0.5550 -0.5000
C 0.921 -0.846 -0.131 1.2645 -0.9409 0.6445
N 1.812 -1.322 0.982 -0.0246 0.7771 -0.3968
N -0.544 0.882 -0.874 -0.7021 0.7964 -0.1759
H 0.537 0.992 0.817 -0.0028 -0.2126 0.4665
H 0.903 -1.599 -0.891 -0.4929 0.1559 -0.4837
H 2.461 -2.017 0.626 -0.0934 -0.3629 0.0008
H 2.425 -0.578 1.320 -0.3088 0.0394 0.3041
H 1.220 -1.739 1.718 0.1749 -0.1564 0.0294
H -0.729 0.602 -1.811 0.2691 -0.7829 -0.3442
H -1.150 1.650 -0.627 0.4729 0.2107 0.3327
H -2.064 4.879 -1.534 0.0025 0.0306 0.0526
H -2.256 4.007 -2.768 0.0473 -0.0011 0.1551
O -1.945 3.980 -1.854 -0.0231 -0.1530 -0.1551
H -0.791 -2.892 0.913 -0.2677 -0.1452 0.0995
H -0.782 -3.475 2.364 -0.0192 0.0648 -0.2099
O -0.347 -2.858 1.764 0.3356 0.1251 0.1804
```
Forces are in eV/Å.

Calculated values
**Electronic energy**: -9320.8967 eV
**Energy relative to the best compared isomer or geometry (same formula, charge and spin)**: 32.51 kcal per mole
**Total charge**: +1
**HOMO-LUMO gap**: 9.7 eV

Okay, here come the Löwdin numbers, in e, for every atom: C -0.186; C -0.108; N 0.168; N 0.110; H 0.140; H 0.116; H 0.161; H 0.166; H 0.119; H 0.109; H 0.098; H 0.040; H 0.043; O -0.063; H 0.057; H 0.074; O -0.043

Density functional theory data (ωB97M-V/def2-TZVPD) for a 3-piece molecular cluster, C2H11N2O2 overall.

Structure (XYZ):
```
17
Properties=species:S:1:pos:R:3:forces:R:3
C 0.432 -1.183 1.569 0.5478 -0.2697 -0.7658
N -0.888 0.666 -1.278 -0.2469 0.3040 -0.3726
C -0.527 0.372 -0.052 -0.1149 -0.4703 -1.0085
N -0.176 -0.841 0.267 0.0871 0.3556 1.3216
H 1.501 -1.006 1.480 0.1056 0.2274 0.2065
H 0.340 -2.258 1.701 -0.4129 0.1110 0.3538
H 0.013 -0.591 2.372 -0.1757 -0.1510 0.0666
H -1.184 -0.045 -1.925 0.2150 -0.2214 -0.0720
H -1.125 1.595 -1.579 -0.0969 0.2277 0.3865
H -0.515 1.163 0.678 0.2639 0.0520 0.2256
H -0.168 -1.572 -0.418 -0.0600 -0.0853 -0.4071
H -4.047 0.340 0.625 0.2407 -1.0119 -0.5970
H -3.633 -1.040 -0.103 -0.7332 -0.3805 0.4083
O -3.450 -0.113 -0.006 0.4251 1.3420 0.2579
H 4.285 0.830 -1.499 0.0831 0.7334 0.5952
H 4.932 2.146 -1.009 -0.0327 -0.0832 -0.0142
O 4.209 1.537 -0.824 -0.0951 -0.6797 -0.5849
```
Forces are in eV/Å.

Calculated values
**Electronic energy**: -9321.4254 eV
**Energy relative to the best compared isomer or geometry (same formula, charge and spin)**: 20.32 kcal per mole
**Total charge**: +1
**HOMO-LUMO gap**: 10.8 eV

Okay, here come the Löwdin numbers, in e, for every atom: C -0.007; N 0.185; C -0.153; N 0.027; H 0.097; H 0.098; H 0.099; H 0.135; H 0.137; H 0.171; H 0.160; H 0.072; H 0.036; O -0.058; H 0.045; H 0.037; O -0.082

Density functional theory data (ωB97M-V/def2-TZVPD) for a 3-piece molecular cluster, C2H11N2O3 overall.

Structure (XYZ):
```
18
Properties=species:S:1:pos:R:3:forces:R:3
N -0.115 -0.722 -1.492 -0.5254 -0.0387 0.5713
C 0.562 -0.231 -0.245 0.4124 -0.3885 0.1227
C 1.060 1.197 -0.437 0.2765 -1.8119 1.0473
N 1.760 1.703 0.687 -0.9313 0.5904 -0.7694
O 0.983 1.800 -1.466 0.1283 0.9378 -0.0839
H -1.159 -0.676 -1.264 -0.0112 -0.0705 -0.8545
H -0.007 -0.164 -2.347 0.2508 0.3342 0.2306
H 0.135 -1.675 -1.770 0.0563 -0.1080 0.3285
H 1.459 -0.808 0.085 -0.4709 0.0689 -0.7635
H -0.129 -0.398 0.599 0.1857 0.5331 -0.1536
H 1.508 1.337 1.618 0.2741 -0.0776 0.0724
H 2.123 2.662 0.602 0.2078 -0.0484 0.1593
H -3.228 -1.283 -1.240 -0.0756 0.4653 -0.3841
H -3.393 0.250 -1.187 0.1953 -0.2535 -0.3072
O -2.830 -0.451 -1.568 -0.0060 -0.3990 0.9108
H 0.067 -0.218 3.516 0.2034 -0.6742 -0.0263
H 0.699 -1.611 3.106 -0.1164 0.3563 0.2885
O 0.504 -0.712 2.801 -0.0540 0.5843 -0.3891
```
Forces are in eV/Å.

Calculated values
**Electronic energy**: -11355.5280 eV
**Energy relative to the best compared isomer or geometry (same formula, charge and spin)**: 10.51 kcal per mole
**Total charge**: +2
**2S+1**: 2
**HOMO-LUMO gap (spin up / spin down)**: 10.8 / 5.3 eV

Okay, here come the Löwdin numbers, in e, for every atom: N 0.206; C -0.038; C -0.346; N 0.448; O 0.310; H 0.116; H 0.176; H 0.191; H 0.175; H 0.133; H 0.166; H 0.197; H 0.100; H 0.099; O -0.030; H 0.076; H 0.077; O -0.056

Density functional theory data (ωB97M-V/def2-TZVPD) for a 4-piece molecular cluster, C2H11N3O2 overall.

Structure (XYZ):
```
18
Properties=species:S:1:pos:R:3:forces:R:3
C -0.618 0.532 -1.299 0.7419 1.4880 0.4526
N 0.758 0.466 -0.801 0.0558 -1.3044 0.4517
C 0.936 0.343 0.549 -1.8307 1.6577 -0.5202
N 2.027 -0.316 0.967 0.5768 -1.7386 -0.7697
N 0.175 1.065 1.378 1.1788 -0.5148 -0.1031
H -1.154 -0.364 -0.971 -0.2216 -0.0716 -0.4593
H -0.549 0.762 -2.360 -0.2768 -0.8278 -0.1531
H -1.091 1.422 -0.887 -0.1514 -0.2499 0.2419
H 1.244 -0.325 -1.229 0.2229 0.6029 -0.3538
H 0.042 -1.481 0.865 0.9172 0.7447 0.0735
H 1.882 -1.022 1.668 -0.4581 0.5233 0.7652
H 0.802 1.308 2.148 -0.4926 0.0213 0.3851
H 0.668 -2.213 -0.636 0.0169 0.1498 0.4143
H 0.836 -3.179 -1.763 0.0533 0.0982 -0.3018
O 0.813 -2.231 -1.587 0.0001 -0.5791 -0.2572
H -1.547 1.446 1.183 -0.3559 -0.4219 0.0462
H -2.690 2.303 1.634 -0.3519 -0.1509 -0.1045
O -2.534 1.486 1.141 0.3754 0.5732 0.1921
```
Forces are in eV/Å.

Calculated values
**Electronic energy**: -10811.1590 eV
**Energy relative to the best compared isomer or geometry (same formula, charge and spin)**: 166.40 kcal per mole
**Total charge**: 0
**HOMO-LUMO gap**: 6.1 eV

Okay, here come the Löwdin numbers, in e, for every atom: C -0.070; N -0.008; C -0.725; N 0.212; N 0.125; H 0.085; H 0.092; H 0.068; H 0.085; H 0.264; H 0.020; H 0.063; H -0.048; H 0.056; O -0.080; H -0.046; H 0.027; O -0.121